Formula: C34H34BF24IN2O5S
Source: OMol25
Level of theory: ωB97M-V/def2-TZVPD

Each line ends with the Löwdin charge.
Geometry (Å):
C  1.87  -1.03  4.83  0.03
C  0.76  -0.40  4.31  -0.12
C  0.77  1.07  4.11  -0.20
C  0.66  1.87  5.22  -0.03
C  0.61  3.23  5.10  -0.08
C  0.70  3.77  3.84  -0.43
C  0.85  2.99  2.72  -0.22
C  0.88  1.61  2.84  -0.14
C  1.00  0.73  1.64  0.00
B  -0.47  0.53  1.05  -0.63
O  -0.88  -0.56  0.35  0.18
O  -1.39  1.57  1.23  0.14
N  0.97  3.56  1.41  -0.04
N  2.25  4.24  1.27  0.00
C  3.39  3.45  1.66  -0.22
C  4.65  3.87  0.88  -0.20
C  5.92  3.71  1.70  -0.27
C  6.33  2.25  1.91  -0.11
C  -0.06  4.53  1.19  -0.26
C  -0.78  4.49  0.02  -0.01
C  -1.78  5.40  -0.22  -0.16
C  -2.05  6.36  0.71  -0.72
I  -3.61  7.71  0.34  0.85
C  -1.33  6.44  1.88  -0.17
C  -0.35  5.52  2.10  -0.44
S  0.60  5.52  3.59  1.06
H  1.86  -1.43  5.83  0.05
H  2.76  -1.05  4.21  0.06
H  -0.14  -0.92  3.98  0.11
H  0.59  1.38  6.18  0.12
H  0.51  3.85  5.97  0.11
H  1.49  -0.21  1.89  0.10
H  1.56  1.19  0.83  0.11
H  -1.84  -0.46  0.26  0.09
H  -1.78  1.46  2.11  0.12
H  2.35  4.61  0.33  0.12
H  3.26  2.37  1.50  0.10
H  3.61  3.58  2.72  0.12
H  4.54  4.85  0.43  0.11
H  4.73  3.16  0.05  0.11
H  6.74  4.21  1.19  0.10
H  5.82  4.17  2.68  0.10
H  6.88  1.85  1.07  0.07
H  5.50  1.59  2.14  0.07
H  7.01  2.20  2.76  0.07
H  -0.54  3.73  -0.69  0.13
H  -2.32  5.32  -1.14  0.09
H  -1.57  7.19  2.61  0.10
F  -6.86  1.67  0.20  0.10
C  -6.05  2.57  -0.38  -0.30
F  -6.75  3.72  -0.51  0.10
C  -5.58  2.11  -1.77  -0.44
F  -6.63  2.01  -2.61  0.14
F  -4.79  3.11  -2.24  0.11
C  -4.75  0.82  -1.85  -0.04
O  -5.41  -0.39  -2.21  0.03
C  -6.05  -1.17  -1.29  -0.53
F  -5.77  -0.78  -0.03  0.16
F  -5.54  -2.43  -1.42  0.13
C  -7.55  -1.27  -1.54  -0.29
F  -8.12  -0.05  -1.50  0.11
F  -8.12  -2.03  -0.58  0.10
H  -5.19  2.76  0.27  0.17
H  -4.05  0.99  -2.66  0.14
H  -4.12  0.68  -0.96  0.14
H  -7.75  -1.72  -2.52  0.18
F  -2.46  -2.24  -5.26  0.10
C  -2.83  -1.55  -4.17  -0.30
F  -2.37  -0.28  -4.31  0.09
C  -2.26  -2.15  -2.89  -0.43
F  -0.92  -2.08  -2.88  0.13
F  -2.72  -1.34  -1.88  0.09
C  -2.69  -3.59  -2.53  -0.05
O  -1.80  -4.63  -2.86  0.05
C  -1.84  -5.20  -4.12  -0.54
F  -2.92  -4.78  -4.80  0.15
F  -1.98  -6.53  -3.95  0.15
C  -0.55  -4.97  -4.91  -0.28
F  -0.30  -3.65  -5.05  0.10
F  -0.68  -5.51  -6.14  0.11
H  -3.93  -1.51  -4.13  0.17
H  -2.74  -3.61  -1.44  0.15
H  -3.70  -3.81  -2.87  0.14
H  0.29  -5.43  -4.40  0.17
F  3.78  -3.68  -2.37  0.10
C  3.22  -2.82  -1.49  -0.30
F  3.61  -1.57  -1.83  0.10
C  3.66  -3.11  -0.05  -0.44
F  4.98  -2.91  0.09  0.13
F  3.03  -2.19  0.73  0.10
C  3.30  -4.48  0.55  -0.03
O  4.31  -5.49  0.58  0.05
C  4.54  -6.33  -0.47  -0.55
F  3.58  -6.23  -1.41  0.15
F  4.47  -7.59  0.01  0.15
C  5.94  -6.15  -1.06  -0.29
F  6.12  -4.89  -1.49  0.10
F  6.10  -6.98  -2.11  0.10
H  2.13  -2.88  -1.59  0.17
H  3.12  -4.28  1.61  0.15
H  2.35  -4.86  0.16  0.15
H  6.70  -6.37  -0.30  0.18

Values from the calculation:
Calculated total energy in eV: -133857.8198
Molecular weight in g mol⁻¹: 1176.390
Total charge: 0
Spin multiplicity: 1